# 1
18
Properties=species:S:1:pos:R:3 method="wB97M-V/def2-TZVPD" total_charge=0 mol_weight_g_mol=110.16 lumo_energy_ev=-0.7 homo_ev=-5.982 e_above_lowest_kcal_mol=148.9
C -2.75315 -1.26362 0.34966
C -1.89259 -0.42151 0.11860
C -1.05297 0.54824 -0.25638
C -1.02805 1.93296 0.32598
C 0.29984 0.10769 -1.12646
C 1.67583 -1.65374 0.17754
C 1.50383 -0.26556 -0.23529
O 2.09713 0.68773 0.51951
H -0.73218 2.75523 -0.34791
H -0.27720 2.00773 1.05674
H -1.96290 1.93470 0.87891
H 0.18117 -0.73450 -1.82861
H 0.78316 0.98243 -1.73339
H -3.56130 -1.90313 0.60365
H 2.67789 -1.72120 0.85168
H 0.78858 -2.06311 0.76482
H 1.71759 -2.47473 -0.66380
H 1.53534 1.54439 0.54478



# 2
10
Properties=species:S:1:pos:R:3 method="wB97M-V/def2-TZVPD" smiles=OPC(O)O total_charge=0 mol_weight_g_mol=96.02 lumo_energy_ev=0.4 homo_ev=-8.557 e_above_lowest_kcal_mol=63.1
O -2.18290 -1.18796 0.77303
P -1.52408 0.33670 0.12542
C 0.56190 0.52796 -0.41528
O 0.94948 -0.51884 -1.26394
O 1.41311 0.61048 0.65880
H -2.19337 -1.93949 0.05129
H -1.39348 0.76946 1.50661
H 0.40310 1.46641 -0.99987
H 1.64464 -1.00495 -0.78981
H 2.32160 0.94022 0.35374



# 3
15
Properties=species:S:1:pos:R:3 method="wB97M-V/def2-TZVPD" smiles="C=C(O)C(=O)C(=O)OC" total_charge=0 mol_weight_g_mol=130.10 lumo_energy_ev=-0.4 homo_ev=-9.880 e_above_lowest_kcal_mol=37.5
C -1.46612 1.20916 1.10082
C -0.74226 1.33771 -0.01352
O -1.09559 2.19688 -1.00396
C 0.50198 0.58308 -0.29270
O 1.09698 0.74772 -1.33683
C 1.11591 -0.21238 0.85979
O 1.62653 0.23551 1.83852
O 0.82451 -1.54263 0.67295
C 0.57479 -2.13303 -0.58735
H -1.16482 0.55470 1.89459
H -2.36662 1.78574 1.22530
H -0.39191 2.15561 -1.68222
H -0.34954 -1.72119 -1.02297
H 1.41264 -1.99614 -1.27104
H 0.42351 -3.20073 -0.38137



# 4
7
Properties=species:S:1:pos:R:3 method="wB97M-V/def2-TZVPD" total_charge=0 mol_weight_g_mol=78.01 lumo_energy_ev=0.0 homo_ev=-9.847 e_above_lowest_kcal_mol=54.3
N 0.61879 0.05472 0.12532
N -1.05971 -0.85142 0.16193
O 2.90102 0.52673 0.09538
P 1.86440 -0.79993 -0.12319
H -1.80183 -0.09586 0.11620
H -0.92888 -1.36547 -0.70952
H 2.28858 1.29715 0.32877



# 5
10
Properties=species:S:1:pos:R:3 method="wB97M-V/def2-TZVPD" total_charge=-1 mol_weight_g_mol=246.94 lumo_energy_ev=3.0 homo_ev=-3.373 e_above_lowest_kcal_mol=6.2
C 3.83244 -1.82734 1.84445
C -0.30791 0.67743 -0.82582
O 3.37048 -2.37713 0.98456
O 4.32608 -1.26908 2.75244
Si 0.99368 2.06733 -1.23716
Br 1.68422 2.43958 1.12833
Br 2.84675 0.65610 -1.90412
H 0.35227 -0.06534 -0.49731
H -0.68920 0.94078 0.16624
H -0.89998 0.45841 -1.72149



# 6
109
Properties=species:S:1:pos:R:3 method="wB97M-V/def2-TZVPD" total_charge=-2 mol_weight_g_mol=1190.39 lumo_energy_ev=3.9 homo_ev=-2.903 e_above_lowest_kcal_mol=29.3
Tl -1.47472 -0.20460 0.84543
O -3.98934 -0.24732 4.76790
C -3.33216 -0.06485 3.74175
O -2.77030 -0.92919 3.02384
C -3.18286 1.39779 3.26764
C -3.25553 2.45379 4.16827
C -3.10644 3.74892 3.70398
C -2.95619 3.95150 2.34224
C -2.87211 2.84332 1.50938
N -2.95666 1.60012 1.97400
C -2.60526 2.99790 0.00531
O -2.92344 4.05413 -0.53671
O -2.04827 2.00132 -0.54308
H -3.38495 2.22952 5.21387
H -3.09047 4.58555 4.39131
H -2.85971 4.93605 1.91025
N 0.67638 2.41650 -0.17606
C 1.33494 2.65004 -1.34145
C 2.44015 3.51017 -1.40156
C 3.11358 3.72096 -2.58622
C 2.69408 3.09724 -3.75120
C 1.64036 2.20079 -3.69532
C 0.96448 1.94962 -2.51022
P -0.27579 0.59569 -2.34951
C -0.81707 0.58377 -4.10398
C -1.44170 1.74441 -4.56326
C -1.85134 1.85671 -5.87753
C -1.67901 0.79393 -6.75290
C -1.09545 -0.37570 -6.29570
C -0.65689 -0.47907 -4.98598
C 0.89497 -0.83341 -2.43390
C 0.33974 -2.11106 -2.38625
C 1.14129 -3.23130 -2.49847
C 2.51152 -3.09325 -2.63721
C 3.07801 -1.83197 -2.62931
C 2.27678 -0.70985 -2.52133
H -0.31035 2.17509 -0.28091
H 0.88076 3.00304 0.61811
H 2.76186 4.00733 -0.49651
H 3.96830 4.38515 -2.60872
H 3.20707 3.27537 -4.68786
H 1.35008 1.67051 -4.59171
H -1.58653 2.56161 -3.86980
H -2.30129 2.77691 -6.22752
H -1.99132 0.88295 -7.78593
H -0.97121 -1.21325 -6.97138
H -0.18050 -1.39379 -4.66081
H -0.72945 -2.22085 -2.25139
H 0.70905 -4.22019 -2.46092
H 3.13893 -3.96904 -2.73215
H 4.15256 -1.72233 -2.69940
H 2.73247 0.26850 -2.49920
C 2.13619 -0.20347 0.95378
As 1.70371 -1.87520 1.85859
C 0.80531 -1.42698 3.52109
C 3.51011 -2.48892 2.37721
S 0.84738 -3.46373 0.83554
H 2.15974 0.58099 1.70911
H 1.39018 0.04315 0.19963
H 3.11132 -0.27760 0.46709
H 1.44453 -0.77862 4.11485
H 0.57754 -2.33882 4.07963
H -0.12932 -0.91130 3.29891
H 3.96492 -1.81336 3.09716
H 4.10551 -2.52203 1.45869
H 3.47258 -3.50020 2.79016
C -2.98610 -3.63886 -3.92609
C -3.32929 -4.00504 -2.48762
O -4.06633 -2.99309 -1.84288
P -3.19281 -1.90903 -0.88327
O -2.84849 -0.71836 -1.92345
C -3.76840 0.26450 -2.39666
C -4.38178 -0.15134 -3.72844
O -4.44123 -1.21107 -0.15388
C -5.01414 -1.69311 1.05401
C -6.20609 -2.58209 0.74400
H -2.41922 -4.44426 -4.38881
H -2.38659 -2.73329 -3.93439
H -3.89582 -3.46331 -4.49723
H -2.40802 -4.20953 -1.93031
H -3.95499 -4.90412 -2.46562
H -3.17758 1.17964 -2.49210
H -4.54985 0.43277 -1.65200
H -3.59827 -0.30067 -4.47044
H -5.06456 0.62133 -4.08152
H -4.93329 -1.08135 -3.60279
H -5.33095 -0.80406 1.60324
H -4.27029 -2.20478 1.66619
H -6.93777 -2.01778 0.17141
H -6.66304 -2.93295 1.66424
H -5.88348 -3.42932 0.14635
S 4.01871 1.10784 8.27061
C 3.40797 1.36321 6.75739
S 1.82965 2.06068 6.52050
C 2.07939 1.92238 4.69580
N 3.21514 1.36105 4.46011
N 3.97435 1.08413 5.55683
C 5.25062 0.59141 5.26841
C 6.27587 0.48890 6.20450
C 7.51563 0.01420 5.81911
C 7.75694 -0.37647 4.51198
C 6.73861 -0.27122 3.57596
C 5.50599 0.22564 3.94330
S 0.97781 2.46249 3.60452
H 6.10756 0.79503 7.22224
H 8.29626 -0.05186 6.56500
H 8.73129 -0.74425 4.22044
H 6.89408 -0.57768 2.54964
H 4.72176 0.37458 3.21837